The following is a DFT calculation (wB97M-V/def2-TZVPD) of a structure of composition C40H52Li2O20S at a distorted geometry.

HOMO-LUMO gap: 6.7 eV

XYZ file:
```
115
Properties=species:S:1:pos:R:3:lowdin_charge:R:1
Li 2.105 50.885 30.968 0.759
Li 2.054 52.360 36.504 0.658
S 3.328 52.240 33.450 0.310
O 2.754 52.158 34.778 -0.371
O 4.582 51.594 33.467 -0.292
O 2.406 51.485 32.593 -0.419
O 3.376 53.631 33.003 -0.314
C 3.807 48.614 30.108 -0.214
O 3.962 49.732 30.851 -0.184
H 3.782 48.967 29.024 0.100
H 2.790 48.238 30.106 0.081
H 4.412 47.826 29.897 0.054
H 4.983 49.889 31.154 0.172
C -0.704 50.450 37.246 -0.122
O 0.158 51.447 36.666 -0.182
H -0.168 49.619 37.224 0.020
H -1.612 50.025 36.865 0.084
H -0.795 50.626 38.328 0.098
H 0.071 51.257 35.664 0.092
C 4.116 50.717 38.370 -0.134
O 3.271 50.506 37.185 -0.208
H 5.202 50.510 38.178 0.086
H 3.703 50.035 39.135 0.084
H 4.182 51.769 38.778 0.077
H 3.884 50.695 36.340 0.115
C 2.942 54.750 36.631 -0.169
O 2.215 54.154 37.631 -0.119
H 3.715 54.157 36.280 0.038
H 3.268 55.706 36.912 0.078
H 2.281 55.114 35.735 0.120
H 2.315 54.582 38.477 0.099
C 5.844 48.424 34.827 -0.021
C 5.904 47.231 35.452 -0.011
C 6.764 46.198 35.064 -0.237
C 7.450 46.374 33.747 0.058
C 7.278 47.629 33.160 -0.023
C 6.459 48.645 33.605 -0.199
O 6.182 49.771 32.733 -0.011
O 6.749 44.952 35.622 0.055
H 5.075 49.014 34.989 0.061
H 5.349 47.248 36.243 0.064
H 8.199 45.783 33.356 0.081
H 7.729 47.842 32.363 0.042
H 5.637 50.469 33.109 -0.003
H 7.530 44.500 35.759 0.064
C 6.787 56.657 34.940 -0.041
C 5.807 55.952 34.277 0.013
C 4.557 56.624 33.974 -0.347
C 4.335 57.750 34.608 -0.048
C 5.268 58.373 35.498 0.016
C 6.595 57.876 35.637 -0.335
O 7.571 58.458 36.359 -0.002
O 3.523 56.147 33.228 0.021
H 7.709 56.052 34.872 0.102
H 6.033 54.968 33.844 0.107
H 3.274 58.110 34.597 0.139
H 5.055 59.224 35.914 0.043
H 8.397 57.721 36.434 0.208
H 3.423 55.199 32.986 0.029
C 6.505 53.583 31.113 0.006
C 7.854 53.805 30.878 -0.024
C 8.334 54.779 29.908 -0.249
C 7.419 55.482 29.125 -0.075
C 6.107 55.402 29.389 -0.069
C 5.650 54.558 30.354 -0.211
O 4.215 54.552 30.614 0.005
O 9.734 55.049 29.905 0.034
H 5.946 52.842 31.757 0.109
H 8.573 53.156 31.569 0.150
H 7.841 55.991 28.279 0.111
H 5.466 56.040 28.635 0.166
H 4.140 54.264 31.481 -0.033
H 9.961 55.557 29.196 0.030
C -0.263 54.264 33.963 -0.026
C -1.223 53.713 34.750 -0.067
C -2.137 52.792 34.215 -0.327
C -2.019 52.346 32.850 -0.040
C -1.025 52.957 32.110 -0.055
C -0.079 53.904 32.604 -0.343
O 0.967 54.231 31.854 0.061
O -3.253 52.450 34.929 0.017
H 0.484 55.015 34.447 0.143
H -1.258 53.975 35.886 0.152
H -2.683 51.479 32.309 0.168
H -1.025 52.581 30.939 0.162
H 1.631 53.757 32.302 0.014
H -3.372 53.018 35.713 0.112
C 2.102 47.227 34.055 -0.001
C 1.815 48.552 33.591 -0.008
C 0.616 49.122 33.946 -0.297
C -0.430 48.392 34.407 -0.047
C -0.237 47.119 34.773 -0.017
C 1.042 46.509 34.653 -0.305
O 1.143 45.154 34.878 -0.010
O 0.399 50.501 33.678 -0.015
H 3.001 46.860 33.550 0.113
H 2.615 49.156 33.064 0.116
H -1.414 48.916 34.626 0.152
H -0.961 46.526 35.218 0.100
H 2.099 44.900 34.467 0.180
H 1.198 50.910 33.352 -0.026
C 8.630 53.544 35.391 -0.005
C 8.866 54.382 36.515 -0.015
C 7.956 54.435 37.551 -0.421
C 6.733 53.742 37.417 -0.002
C 6.426 52.926 36.323 0.008
C 7.392 52.901 35.263 -0.258
O 6.983 52.291 34.076 0.019
O 8.169 55.068 38.623 0.100
H 9.274 53.387 34.567 0.105
H 9.869 54.791 36.467 0.118
H 6.009 54.088 38.115 0.100
H 5.449 52.749 36.134 0.052
H 6.081 52.108 34.139 -0.015
H 7.648 54.924 39.415 0.129
```